Entry from OMol25: a cluster of 7 separate species, C11H36O7 in total in a non-equilibrium geometry (the ωB97M-V functional and the def2-TZVPD basis).

HOMO in eV: -9.96
ΔE to the lowest compared entry with this formula, charge and spin in kJ/mol: 320.2
Total charge: 0

```
54
C11H36O7 (the ωB97M-V functional and the def2-TZVPD basis)
C 17.56 -2.73 -9.97
O 17.45 -3.81 -10.85
H 16.79 -1.98 -10.14
H 17.54 -3.01 -8.92
H 18.51 -2.23 -10.15
H 18.33 -4.15 -11.00
C 11.37 -0.32 -11.98
O 11.93 -0.90 -10.85
H 11.81 0.59 -12.38
H 11.41 -1.00 -12.83
H 10.29 -0.21 -11.97
H 11.77 -1.84 -10.97
C 13.04 -6.86 -12.22
O 13.13 -5.49 -12.27
H 13.71 -7.35 -12.92
H 13.23 -7.20 -11.20
H 12.02 -7.19 -12.43
H 13.97 -5.30 -11.86
C 13.15 -11.04 -18.29
O 14.03 -12.02 -17.83
H 13.56 -10.07 -18.00
H 12.98 -11.09 -19.36
H 12.16 -11.23 -17.88
H 13.76 -12.92 -18.02
C 9.87 -7.73 -7.30
O 8.98 -8.76 -7.63
H 10.89 -8.08 -7.43
H 9.50 -6.98 -8.00
H 9.69 -7.47 -6.25
H 8.51 -8.95 -6.82
C 6.83 -4.41 -14.39
C 6.09 -5.33 -15.43
C 6.80 -6.63 -15.75
O 4.84 -5.77 -15.02
H 7.40 -4.99 -13.66
H 6.19 -3.69 -13.89
H 7.61 -3.87 -14.94
H 5.83 -4.87 -16.38
H 7.78 -6.27 -16.09
H 6.34 -7.09 -16.62
H 7.08 -7.31 -14.95
H 5.18 -6.31 -14.30
C 20.18 -9.75 -13.51
C 19.17 -9.30 -14.61
C 19.70 -8.10 -15.43
O 18.99 -10.39 -15.48
H 21.16 -10.10 -13.84
H 19.86 -10.62 -12.94
H 20.26 -8.96 -12.76
H 18.34 -8.92 -14.00
H 18.95 -7.60 -16.04
H 20.46 -8.37 -16.16
H 19.98 -7.31 -14.74
H 18.12 -10.81 -15.43
```

---

Entry from OMol25: a cluster of 9 separate species, C11H37F3N14O10 in total in a non-equilibrium geometry (the ωB97M-V functional and the def2-TZVPD basis).

HOMO in eV: -8.93
ΔE to the lowest compared entry with this formula, charge and spin in kJ/mol: 366.4
Total charge: 0

```
75
C11H37F3N14O10 (the ωB97M-V functional and the def2-TZVPD basis)
O 0.68 -0.78 -0.21
H 1.17 -0.03 -0.57
H -0.22 -0.48 -0.36
H 0.85 -0.80 0.73
C -2.62 0.63 -0.38
O -2.08 0.87 0.95
O -1.83 -0.38 -1.04
C -4.22 0.30 -0.26
F -4.41 -0.67 0.64
F -5.06 1.36 0.07
F -4.73 -0.16 -1.35
C -2.76 1.86 1.80
C -1.75 2.62 2.70
H -1.68 2.08 3.65
H -0.80 2.74 2.18
H -2.10 3.57 3.09
H -3.55 1.44 2.42
H -3.26 2.63 1.22
H -2.33 1.57 -0.86
C 0.16 -1.15 3.49
O 1.04 -1.01 2.66
N -1.06 -0.82 3.32
N 0.47 -1.72 4.59
H -1.25 -0.35 2.44
H -1.77 -1.11 3.98
H -0.16 -1.39 5.31
H 1.44 -1.83 4.81
C -1.19 -3.97 0.19
O -0.89 -4.94 0.77
N -1.81 -2.92 0.67
N -0.95 -3.83 -1.05
H -2.00 -3.13 1.64
H -2.18 -2.23 0.04
H -1.24 -2.98 -1.52
H -0.61 -4.62 -1.57
C 1.75 2.23 3.97
O 1.68 1.46 4.89
N 1.69 1.95 2.69
N 1.89 3.51 4.04
H 1.68 2.67 1.97
H 1.70 1.03 2.28
H 2.15 4.08 3.25
H 2.27 3.91 4.89
C 1.95 -1.35 -3.08
O 1.44 -0.28 -2.99
N 3.24 -1.48 -3.01
N 1.25 -2.43 -3.19
H 3.84 -0.67 -3.04
H 3.59 -2.43 -3.00
H 1.48 -3.41 -3.15
H 0.27 -2.20 -3.34
C -2.48 -2.60 -3.83
O -2.65 -3.28 -4.82
N -3.18 -2.60 -2.74
N -1.65 -1.54 -3.74
H -3.91 -3.28 -2.57
H -3.21 -1.69 -2.30
H -1.66 -0.96 -2.92
H -1.14 -1.20 -4.54
C 4.07 0.72 0.28
O 3.00 0.20 0.67
N 5.09 0.03 -0.16
N 4.29 2.03 0.19
H 5.98 0.40 -0.45
H 4.77 -0.88 -0.46
H 5.20 2.32 -0.13
H 3.63 2.75 0.45
C 0.73 2.59 -2.10
O 1.33 1.98 -1.25
N 1.37 3.45 -2.82
N -0.39 2.40 -2.59
H 2.27 3.61 -2.40
H 0.93 4.17 -3.39
H -0.84 1.53 -2.32
H -0.71 2.92 -3.39
```

---

Entry from OMol25: a cluster of 8 separate species, C11H38N2O8 in total in a non-equilibrium geometry (the ωB97M-V functional and the def2-TZVPD basis).

HOMO in eV: -9.35
ΔE to the lowest compared entry with this formula, charge and spin in kJ/mol: 371.9
Total charge: 0

```
59
C11H38N2O8 (the ωB97M-V functional and the def2-TZVPD basis)
C 2.37 -1.32 4.15
C 2.71 -0.73 2.78
O 1.89 0.29 2.35
H 1.40 -1.77 4.14
H 2.55 -0.64 4.92
H 2.94 -2.17 4.53
H 2.74 -1.52 2.06
H 3.63 -0.19 2.96
H 1.27 -0.11 1.76
C 0.18 3.05 0.94
C -0.57 4.36 0.55
O 0.33 5.21 -0.08
H -0.47 2.36 1.48
H 0.98 3.40 1.57
H 0.57 2.53 0.12
H -0.97 4.89 1.44
H -1.36 4.13 -0.14
H -0.07 6.04 -0.29
C 0.83 -0.76 -1.27
C 0.02 -1.65 -0.38
O -0.10 -0.83 0.73
H 0.82 -1.11 -2.35
H 1.87 -0.84 -1.12
H 0.59 0.34 -1.30
H 0.40 -2.67 -0.14
H -0.91 -1.89 -0.86
H -0.84 -0.19 0.58
C 0.19 0.24 -5.14
O 0.70 -1.04 -5.46
N -0.71 0.47 -4.26
N 0.71 1.29 -5.67
H -0.96 -0.44 -3.75
H -0.79 1.42 -3.85
H 1.53 1.00 -6.24
H 0.46 2.26 -5.55
C -1.92 -3.04 2.44
O -2.00 -2.96 3.86
H -2.23 -4.00 2.09
H -0.82 -2.94 2.18
H -2.34 -2.22 1.87
H -2.84 -2.52 4.08
C 3.70 1.91 0.19
O 4.82 2.70 -0.07
H 3.10 2.39 0.94
H 4.09 1.00 0.64
H 3.12 1.71 -0.71
H 5.44 2.75 0.65
C -2.50 0.68 -0.86
O -2.33 0.48 0.53
H -1.61 1.22 -1.26
H -3.36 1.29 -1.08
H -2.38 -0.29 -1.36
H -2.72 1.24 0.99
C -3.25 -4.01 -0.84
O -4.33 -3.62 0.02
H -3.13 -3.22 -1.57
H -3.44 -5.00 -1.20
H -2.29 -4.13 -0.39
H -4.73 -2.86 -0.36
```